No. 1
A 13-piece molecular cluster, C3H31N2O14 overall in a non-equilibrium geometry, computed with ωB97M-V with the def2-TZVPD basis set.

Computed properties:
molecular weight = 319.281 g mol⁻¹
gap between HOMO and LUMO = 9.047 eV
HOMO energy = -6.35 eV
net charge = -1
relative energy (zero: lowest compared OMol25 entry of this formula, charge and spin) = 66.9 kcal per mole
E_LUMO = 2.7 eV
E = -35259.883 eV

Last column: natural (NBO) charge in e.
CARTESIAN COORDINATES (ANGSTROEM)
O: 1.702 0.434 2.451  -0.665
C: 1.299 -0.453 1.701  0.722
N: 1.810 -1.674 1.494  -0.875
C: -0.052 -0.125 0.688  -0.350
N: -1.164 -0.787 1.324  -0.679
C: -2.484 -0.555 0.707  0.115
O: -2.625 -1.114 -0.516  -0.797
H: 1.201 -2.326 0.872  0.446
H: 2.462 -2.117 2.178  0.401
H: 0.033 -0.294 -0.416  0.211
H: -0.247 0.920 0.870  0.216
H: -1.045 -1.820 1.408  0.367
H: -2.671 0.612 0.478  0.116
H: -3.296 -0.890 1.285  0.172
H: -1.411 0.044 -2.723  0.465
H: -1.783 -0.915 -1.087  0.517
O: -0.851 -0.066 -1.990  -1.175
H: -2.452 -2.763 -0.521  0.494
H: -2.051 -3.875 -1.486  0.467
O: -2.251 -3.676 -0.597  -0.971
H: 2.735 -2.138 -0.549  0.487
H: 2.375 -1.507 -1.988  0.500
O: 3.099 -1.827 -1.385  -0.981
H: 1.370 0.807 -3.886  0.453
H: 0.142 0.224 -3.124  0.488
O: 0.867 0.094 -3.852  -1.015
H: -0.526 -3.743 -0.221  0.495
H: 0.703 -3.408 -0.916  0.507
O: 0.430 -3.725 0.011  -1.022
H: 0.912 3.767 -0.221  0.509
H: 0.114 4.378 0.896  0.460
O: 0.930 4.268 0.610  -0.968
H: -2.281 3.455 1.920  0.486
H: -2.784 2.525 0.901  0.461
O: -2.943 3.426 1.161  -0.958
H: 0.168 -1.231 -2.152  0.525
H: 0.755 -2.293 -3.177  0.486
O: 0.679 -2.241 -2.203  -1.066
H: 0.912 3.497 2.353  0.494
H: 0.817 2.064 2.525  0.492
O: 0.424 2.811 2.770  -0.969
H: 4.282 0.904 -0.676  0.444
H: 3.229 -0.044 -1.259  0.486
O: 3.575 0.472 -0.426  -0.958
H: 0.902 1.564 -0.645  0.470
H: -0.333 1.609 -1.327  0.492
O: 0.273 2.135 -0.945  -0.957
H: -1.074 2.459 3.264  0.501
H: -1.930 1.119 3.093  0.476
O: -1.947 2.017 3.328  -1.014

=====

No. 2
A 14-piece molecular cluster, C3H33N3O15 overall in a non-equilibrium geometry, computed with ωB97M-V with the def2-TZVPD basis set.

Computed properties:
molecular weight = 351.303 g mol⁻¹
⟨S²⟩ = 0.76
gap between HOMO and LUMO (spin up / spin down) = 10.217 / 4.626 eV
HOMO energy (spin up / spin down) = -13.70 / -13.52 eV
net charge = +1
spin multiplicity = 2
E_LUMO (spin up / spin down) = -3.5 / -8.9 eV
E = -38823.532 eV

Last column: Löwdin spin population.
CARTESIAN COORDINATES (ANGSTROEM)
O: 1.240 -0.201 -0.953  0.088
C: 0.843 0.982 -0.755  0.057
N: -0.369 1.421 -0.998  0.307
C: -1.469 0.686 -1.365  0.026
N: -2.644 1.016 -0.779  0.000
O: -1.505 -0.209 -2.255  0.062
C: 1.836 2.003 -0.166  0.057
N: 2.937 1.378 0.522  0.342
H: -2.854 -2.166 -0.319  0.000
H: -2.638 1.581 0.129  0.001
H: -3.471 0.466 -0.952  0.000
H: 1.262 2.681 0.482  0.002
H: 2.181 2.588 -0.972  0.006
H: 2.641 0.674 1.236  0.009
H: 3.583 0.961 -0.169  0.006
H: -1.775 -0.027 2.409  0.000
H: -2.633 1.120 2.750  0.000
O: -2.408 0.599 2.002  0.001
H: 2.281 0.120 -2.439  0.000
H: 1.833 1.206 -3.387  0.000
O: 2.194 0.290 -3.404  0.001
H: -0.096 2.719 2.554  0.000
H: -1.252 2.166 1.637  -0.001
O: -0.992 2.910 2.195  0.027
H: -3.359 -0.448 1.198  0.000
H: -4.497 -1.594 1.275  0.000
O: -3.909 -1.144 0.635  0.000
H: 1.078 -0.531 -3.717  0.000
H: -0.472 -0.584 -3.251  0.000
O: 0.183 -1.133 -3.878  0.001
H: 0.622 -1.725 -1.391  0.000
H: 0.340 -1.911 -3.204  0.000
O: 0.390 -2.578 -1.835  0.001
H: -1.057 -2.766 0.324  0.000
H: -0.524 -3.820 1.198  0.000
O: -0.376 -2.913 1.048  0.000
H: 1.267 -2.435 0.922  0.000
H: 1.990 -1.298 0.198  0.000
O: 2.107 -1.917 0.917  0.003
H: 0.713 3.136 -3.954  0.000
H: 0.337 2.726 -2.544  0.000
O: 1.029 2.700 -3.190  0.001
H: 2.372 -0.743 3.732  0.000
H: 1.964 -1.011 2.213  0.000
O: 1.804 -0.422 2.996  0.000
H: -2.044 -1.655 -1.512  0.001
H: -0.524 -2.715 -1.562  0.000
O: -2.145 -2.429 -0.897  0.002
H: 2.289 2.573 2.551  0.000
H: 1.464 1.228 3.081  0.000
O: 1.460 2.256 3.049  0.003
H: -0.633 -1.847 2.399  0.000
H: 0.160 -0.802 3.138  0.000
O: -0.756 -1.164 3.059  0.000

=====

No. 3
A 13-piece molecular cluster, C3H33NO12S overall in a non-equilibrium geometry, computed with ωB97M-V with the def2-TZVPD basis set.

Computed properties:
molecular weight = 307.359 g mol⁻¹
gap between HOMO and LUMO = 8.771 eV
HOMO energy = -8.81 eV
relative energy (zero: lowest compared OMol25 entry of this formula, charge and spin) = 5.6 kcal per mole
E_LUMO = 0.0 eV
E = -40541.329 eV

Last column: natural (NBO) charge in e.
CARTESIAN COORDINATES (ANGSTROEM)
C: 0.382 2.553 3.445  -0.603
C: -0.291 1.799 2.194  -0.051
C: -1.855 1.906 2.318  -0.516
S: -2.686 0.434 3.144  -0.068
N: 0.192 2.453 1.004  -0.875
H: 0.196 2.123 4.306  0.196
H: 1.457 2.572 3.259  0.203
H: -0.086 3.498 3.500  0.193
H: -0.071 0.688 2.163  0.203
H: -2.208 2.009 1.256  0.234
H: -2.087 2.836 2.901  0.213
H: -3.510 -0.052 2.230  0.125
H: 1.027 2.095 0.563  0.390
H: 0.044 3.345 0.869  0.355
H: -1.027 -2.381 -2.224  0.484
H: -1.197 -2.690 -0.797  0.489
O: -1.700 -2.567 -1.603  -0.949
H: 2.495 0.415 -1.523  0.499
H: 3.999 0.229 -1.689  0.489
O: 3.182 -0.106 -1.254  -0.992
H: 0.857 1.305 -2.707  0.522
H: 2.098 2.209 -2.721  0.472
O: 1.537 1.694 -2.071  -1.004
H: -2.400 1.141 -0.687  0.502
H: -1.713 2.486 -1.077  0.487
O: -2.417 1.911 -1.306  -0.977
H: 2.581 -0.975 0.142  0.515
H: 2.339 -1.484 1.607  0.494
O: 2.176 -1.593 0.695  -0.997
H: 2.364 -2.406 3.376  0.486
H: 3.106 -1.017 3.575  0.481
O: 2.195 -1.365 3.423  -0.938
H: 2.057 -1.902 -2.019  0.502
H: 1.001 -3.056 -2.011  0.504
O: 1.194 -2.169 -2.451  -1.016
H: 0.489 -1.708 0.891  0.499
H: -0.934 -1.122 0.695  0.505
O: -0.419 -1.943 0.648  -1.016
H: 1.714 -3.190 0.227  0.491
H: 0.351 -3.303 -0.282  0.463
O: 1.152 -3.739 -0.341  -0.967
H: -2.896 0.014 -3.518  0.484
H: -2.127 1.241 -2.769  0.514
O: -2.171 0.604 -3.497  -0.988
H: -3.418 -0.391 -0.154  0.476
H: -2.255 -1.180 -0.797  0.514
O: -2.526 -0.504 -0.145  -0.990
H: 0.272 -0.854 -3.238  0.494
H: -0.728 0.120 -3.810  0.494
O: 0.265 0.017 -3.742  -1.026

=====

No. 4
A 13-piece molecular cluster, C3H33NO13S2 overall in a non-equilibrium geometry, computed with ωB97M-V with the def2-TZVPD basis set.

Computed properties:
molecular weight = 355.425 g mol⁻¹
gap between HOMO and LUMO = 8.722 eV
HOMO energy = -8.62 eV
relative energy (zero: lowest compared OMol25 entry of this formula, charge and spin) = 57.9 kcal per mole
E_LUMO = 0.1 eV
E = -53422.908 eV

Last column: natural (NBO) charge in e.
CARTESIAN COORDINATES (ANGSTROEM)
N: -0.237 -0.056 1.685  -0.857
C: 1.230 -0.450 1.378  -0.093
C: 2.096 0.500 2.272  -0.071
O: 1.760 1.783 1.807  -0.750
C: 1.416 -1.972 1.627  -0.571
S: 0.360 -3.426 1.097  0.124
S: -1.554 -3.086 0.591  -0.163
H: -0.735 -0.199 0.834  0.371
H: -0.135 0.900 1.937  0.365
H: 1.562 -0.269 0.368  0.194
H: 2.000 0.499 3.367  0.171
H: 3.147 0.236 2.018  0.181
H: 1.234 2.253 2.466  0.489
H: 1.503 -2.003 2.745  0.217
H: 2.453 -2.191 1.255  0.244
H: -2.633 -3.093 1.400  0.124
H: -1.059 4.974 2.157  0.483
H: -0.136 3.749 1.555  0.494
O: -0.366 4.695 1.561  -0.978
H: -1.570 -2.593 -3.995  0.475
H: -1.808 -1.177 -3.266  0.506
O: -1.409 -1.650 -4.007  -0.986
H: 0.920 1.027 -2.938  0.510
H: -0.211 1.302 -3.931  0.489
O: 0.121 1.573 -3.073  -0.994
H: 2.444 -2.370 -2.593  0.467
H: 3.014 -1.175 -1.839  0.485
O: 2.910 -2.136 -1.783  -0.953
H: -3.556 2.510 1.449  0.478
H: -2.134 2.862 1.335  0.482
O: -2.927 3.171 1.799  -0.957
H: 1.931 1.467 -0.715  0.477
H: 3.140 2.271 -0.222  0.488
O: 2.886 1.435 -0.626  -0.959
H: -1.404 2.506 3.285  0.517
H: -0.054 2.510 4.041  0.485
O: -0.451 2.685 3.178  -0.986
H: -2.228 1.364 -2.114  0.498
H: -1.825 0.084 -1.333  0.500
O: -2.343 0.392 -2.085  -0.987
H: 3.142 0.337 -3.288  0.501
H: 2.248 -0.470 -4.391  0.496
O: 2.384 -0.222 -3.474  -0.980
H: -3.355 -0.057 -0.427  0.483
H: -4.046 -0.829 0.622  0.466
O: -3.146 -0.458 0.431  -0.957
H: -1.370 3.066 -0.941  0.478
H: -0.267 2.050 -1.360  0.509
O: -0.936 2.239 -0.673  -0.995
H: 0.750 -1.518 -0.683  0.484
H: 0.140 -1.676 -2.013  0.480
O: 0.471 -0.949 -1.442  -0.974

=====

No. 5
A 15-piece molecular cluster, C3H35NO15 overall, computed with ωB97M-V with the def2-TZVPD basis set.

Computed properties:
molecular weight = 325.305 g mol⁻¹
gap between HOMO and LUMO = 9.959 eV
HOMO energy = -9.79 eV
relative energy (zero: lowest compared OMol25 entry of this formula, charge and spin) = 0.0 kcal per mole
E_LUMO = 0.2 eV
E = -35884.911 eV

Last column: natural (NBO) charge in e.
CARTESIAN COORDINATES (ANGSTROEM)
C: 0.337 -2.078 -0.547  -0.430
N: -0.410 -1.698 0.652  -0.658
C: -0.300 -0.282 0.972  -0.355
C: -0.832 0.001 2.352  0.513
O: -0.715 1.096 2.879  -0.632
H: 1.409 -1.996 -0.355  0.187
H: 0.131 -3.125 -0.767  0.237
H: 0.113 -1.457 -1.418  0.191
H: -1.391 -1.920 0.497  0.398
H: -0.831 0.377 0.273  0.220
H: 0.739 0.046 0.918  0.225
H: -1.307 -0.805 2.919  0.152
H: 2.082 1.033 -0.998  0.508
H: 1.807 2.539 -0.813  0.517
O: 1.521 1.757 -1.352  -1.054
H: -4.044 -0.207 1.782  0.484
H: -3.266 0.183 0.471  0.507
O: -3.171 -0.190 1.367  -0.990
H: -2.542 -4.874 -1.341  0.467
H: -2.152 -3.402 -1.151  0.501
O: -1.973 -4.304 -0.816  -0.991
H: -1.277 4.060 1.797  0.491
H: -0.750 2.562 1.885  0.512
O: -0.799 3.370 1.332  -1.008
H: 2.306 -0.262 -3.384  0.479
H: 1.652 1.086 -3.056  0.507
O: 1.703 0.398 -3.752  -0.977
H: -2.543 1.371 -1.319  0.521
H: -4.052 1.117 -1.747  0.494
O: -3.321 0.757 -1.239  -1.018
H: 2.566 0.844 2.510  0.501
H: 1.370 1.729 2.937  0.489
O: 2.282 1.772 2.618  -0.989
H: 3.220 -0.495 0.388  0.511
H: 4.174 0.225 -0.600  0.483
O: 3.313 -0.202 -0.542  -0.986
H: 2.270 2.964 1.220  0.508
H: 1.014 3.751 0.754  0.497
O: 1.952 3.607 0.548  -0.997
H: -0.270 2.128 -1.479  0.517
H: -1.201 2.869 -0.521  0.509
O: -1.211 2.408 -1.384  -1.013
H: -1.807 -1.508 -2.605  0.511
H: -2.844 -1.020 -1.593  0.497
O: -2.460 -1.836 -1.956  -1.017
H: 0.380 -2.563 2.001  0.508
H: 1.227 -3.659 2.712  0.484
O: 1.061 -2.710 2.724  -1.006
H: 2.307 -1.579 2.344  0.525
H: 3.789 -1.231 2.643  0.492
O: 3.023 -0.917 2.150  -1.013
H: -0.022 -0.113 -3.835  0.509
H: -1.274 0.627 -3.385  0.473
O: -0.985 -0.243 -3.691  -0.988

=====

No. 6
A 15-piece molecular cluster, C3H36NO14 overall in a non-equilibrium geometry, computed with ωB97M-V with the def2-TZVPD basis set.

Computed properties:
molecular weight = 310.314 g mol⁻¹
gap between HOMO and LUMO = 11.111 eV
HOMO energy = -13.53 eV
net charge = +1
relative energy (zero: lowest compared OMol25 entry of this formula, charge and spin) = 122.8 kcal per mole
E_LUMO = -2.4 eV
E = -33842.461 eV

Last column: natural (NBO) charge in e.
CARTESIAN COORDINATES (ANGSTROEM)
C: 0.729 -0.318 0.934  -0.592
C: 0.969 0.559 2.197  -0.243
C: 2.043 2.663 1.780  0.115
N: 1.055 1.911 1.668  -0.465
H: -0.224 -0.433 0.656  0.204
H: 1.326 0.149 0.132  0.198
H: 1.171 -1.293 1.156  0.227
H: 0.175 0.457 2.990  0.255
H: 1.911 0.256 2.755  0.230
H: 2.108 3.787 1.444  0.237
H: 3.088 2.561 1.879  0.248
H: 0.208 2.344 1.308  0.480
H: -2.782 1.488 -0.833  0.513
H: -3.936 0.886 0.110  0.487
O: -3.014 1.148 0.095  -0.998
H: 2.966 0.767 -1.351  0.494
H: 4.211 1.073 -2.162  0.478
O: 3.285 1.387 -2.115  -0.956
H: 0.283 2.542 -0.774  0.496
H: -0.087 3.945 -0.329  0.508
O: 0.667 3.307 -0.236  -0.986
H: -2.731 -2.630 -0.119  0.519
H: -4.210 -2.432 -0.918  0.512
O: -3.248 -2.158 -0.801  -0.983
H: -1.742 3.994 1.834  0.483
H: -2.450 2.891 0.993  0.517
O: -1.598 3.349 1.157  -0.992
H: -2.696 -2.316 2.097  0.481
H: -2.293 -1.000 1.657  0.465
O: -2.559 -1.418 2.391  -0.938
H: 0.399 -2.390 -3.542  0.466
H: -0.691 -1.611 -2.916  0.494
O: 0.292 -1.868 -2.731  -1.016
H: -0.975 -3.504 0.045  0.500
H: -0.685 -2.795 1.320  0.501
O: -1.421 -3.331 0.875  -0.989
H: -2.444 -1.950 -3.545  0.466
H: -2.615 -1.688 -2.061  0.504
O: -2.239 -1.313 -2.937  -0.973
H: 3.145 -1.904 -0.422  0.484
H: 4.456 -1.458 -0.897  0.485
O: 3.529 -1.095 -0.750  -0.962
H: 2.746 3.898 -0.345  0.464
H: 3.431 2.798 -0.864  0.500
O: 3.352 3.343 -0.098  -0.934
H: -1.093 -1.655 3.666  0.504
H: -0.049 -2.794 3.202  0.474
O: -0.180 -1.786 3.451  -0.975
H: 0.543 -4.421 -0.890  0.484
H: 1.047 -2.973 -1.449  0.521
O: 0.883 -3.547 -0.689  -1.008
H: -1.842 1.923 -3.232  0.507
H: -0.836 0.929 -2.421  0.500
O: -1.377 1.728 -2.365  -0.995

=====

Question: Among the records above, which one has the highest E?
Answer: C3H36NO14

=====

Question: Look up the E of the first one.
Answer: -35259.883 eV